(1)
C27H26BO3PPdS4 | wB97M-V/def2-TZVPD

Cartesian coordinates (Å):
Pd: -0.03 0.00 -0.07
C: 4.15 -4.89 3.27
C: 4.50 -4.73 1.91
C: 3.83 -3.88 1.08
C: 2.72 -3.09 1.55
C: 2.36 -3.27 2.93
C: 3.05 -4.13 3.74
P: 1.81 -1.94 0.58
C: 1.85 -2.61 -1.14
C: 2.89 -2.38 -2.03
C: 2.87 -2.92 -3.31
C: 1.80 -3.70 -3.72
C: 0.74 -3.93 -2.85
C: 0.77 -3.39 -1.57
C: 2.75 -0.38 0.29
C: 4.08 -0.13 0.59
C: 4.60 1.14 0.40
C: 3.77 2.15 -0.09
C: 2.43 1.90 -0.37
C: 1.90 0.63 -0.17
H: 4.70 -5.56 3.92
H: 5.33 -5.31 1.50
H: 4.13 -3.80 0.04
H: 1.52 -2.72 3.33
H: 2.73 -4.23 4.78
H: 3.72 -1.76 -1.72
H: 3.70 -2.73 -3.99
H: 1.78 -4.12 -4.72
H: -0.12 -4.51 -3.16
H: -0.07 -3.54 -0.90
H: 4.69 -0.94 0.99
H: 5.64 1.35 0.63
H: 4.17 3.15 -0.23
H: 1.80 2.70 -0.73
O: -6.58 2.09 0.01
C: -5.43 1.72 0.08
S: -4.94 0.03 0.03
C: -3.20 0.28 0.17
C: -2.79 1.57 0.28
S: -1.14 2.08 0.47
S: -4.05 2.80 0.23
S: -2.15 -1.10 0.16
C: 0.25 2.48 -4.73
C: 0.49 1.09 -4.15
C: 1.73 0.48 -4.78
O: 0.77 1.25 -2.76
B: 0.05 0.32 -2.03
O: -0.79 -0.41 -2.85
C: -0.76 0.14 -4.17
C: -2.09 0.87 -4.36
C: -0.67 -1.01 -5.16
H: 1.15 3.08 -4.58
H: -0.58 2.98 -4.24
H: 0.04 2.43 -5.81
H: 2.57 1.16 -4.64
H: 1.60 0.30 -5.85
H: 1.98 -0.47 -4.30
H: -2.24 1.62 -3.58
H: -2.90 0.15 -4.28
H: -2.15 1.37 -5.34
H: 0.21 -1.62 -4.97
H: -0.65 -0.65 -6.19
H: -1.54 -1.65 -5.03

Summary:
- 2S+1 = 3
- E_tot (a.u.) = -3357.14912
- ΔE to the lowest compared entry with this formula, charge and spin (kJ/mol) = 0.0
- molar mass (g/mol) = 674.976
- net charge = -2
- highest occupied orbital energy (alpha / beta) (eV) = 1.39 / -1.59
- ⟨S²⟩ = 2.02

(2)
C27H26ClIN4OSY | wB97M-V/def2-TZVPD

Cartesian coordinates (Å):
Y: 10.17 -10.71 -12.24
Cl: 14.77 -13.64 -17.00
C: 13.39 -13.10 -16.13
C: 12.16 -13.15 -16.78
C: 11.03 -12.48 -16.20
I: 9.16 -12.55 -17.18
C: 11.22 -11.74 -14.98
O: 10.25 -10.97 -14.49
C: 12.44 -11.84 -14.25
N: 12.59 -11.29 -12.99
C: 13.80 -11.37 -12.37
C: 14.86 -12.09 -12.89
C: 14.74 -12.68 -14.15
C: 13.54 -12.58 -14.83
H: 12.16 -13.60 -17.74
H: 13.89 -10.88 -11.43
H: 15.74 -12.20 -12.28
H: 15.55 -13.25 -14.58
C: 12.20 -12.91 -6.60
C: 11.11 -13.55 -7.42
N: 9.95 -12.68 -7.63
C: 9.80 -11.80 -8.63
S: 11.09 -11.67 -9.83
N: 8.65 -11.12 -8.76
C: 7.62 -11.06 -7.70
C: 8.15 -10.36 -6.44
H: 13.02 -13.63 -6.35
H: 11.82 -12.56 -5.64
H: 12.67 -12.09 -7.13
H: 10.76 -14.48 -6.99
H: 11.47 -13.81 -8.42
H: 9.21 -12.78 -6.97
H: 8.56 -10.45 -9.53
H: 7.27 -12.09 -7.51
H: 6.78 -10.54 -8.17
H: 9.05 -10.84 -6.09
H: 7.39 -10.40 -5.64
H: 8.39 -9.31 -6.68
N: 8.15 -10.06 -11.52
C: 7.10 -10.73 -11.72
C: 7.17 -11.99 -12.54
C: 6.33 -12.29 -13.64
C: 6.64 -13.31 -14.54
C: 7.79 -14.13 -14.35
C: 8.61 -13.86 -13.25
C: 8.29 -12.85 -12.33
C: 5.76 -10.42 -11.08
C: 5.62 -9.17 -10.45
C: 4.50 -8.90 -9.68
C: 3.50 -9.87 -9.53
C: 3.64 -11.12 -10.15
C: 4.77 -11.43 -10.90
H: 5.41 -11.70 -13.79
H: 5.94 -13.54 -15.34
H: 8.03 -14.95 -15.01
H: 9.54 -14.38 -13.11
H: 8.82 -12.82 -11.37
H: 6.45 -8.46 -10.53
H: 4.42 -7.97 -9.16
H: 2.60 -9.65 -8.95
H: 2.86 -11.89 -10.03
H: 4.91 -12.42 -11.35

Summary:
- E_tot (a.u.) = -2533.05255
- molar mass (g/mol) = 705.862
- net charge = +1
- highest occupied orbital energy (eV) = -10.10